Here is 3 unconnected molecules or ions with the total composition C3H10NO4 at a distorted geometry from the OMol25 dataset. Energies are from the ωB97M-V functional and the def2-TZVPD basis.

Geometry as XYZ:
```
18
Properties=species:S:1:pos:R:3:forces:R:3
O -0.29082 -0.71562 0.85479 0.2 1.0 -0.5
C 0.53097 -0.55668 -0.08526 1.1 -1.7 -0.6
O 1.14156 -1.51674 -0.64337 -0.1 0.6 -0.2
C 0.89898 0.80773 -0.75212 -2.3 0.1 0.9
C -0.01262 1.88523 -0.13625 1.4 1.0 0.9
N 0.62220 0.74617 -2.18925 0.6 0.8 0.2
H 1.93069 1.07006 -0.55865 0.3 -0.2 0.0
H 0.36769 2.14834 0.86494 0.0 -0.3 -0.1
H 0.06648 2.85812 -0.64314 -0.3 -0.4 -0.4
H -1.03269 1.57872 0.06855 -0.2 -0.1 -0.6
H 0.81341 -0.16355 -2.57641 -0.2 -0.3 0.2
H -0.33576 1.02759 -2.29513 -0.3 -0.3 -0.4
H -1.42735 0.49098 1.67593 0.4 -0.2 0.5
H -2.53082 -0.30210 2.18130 -0.2 -0.2 0.3
O -2.08304 0.51677 2.40593 -0.2 0.2 -0.5
H 0.89441 -3.23549 0.01299 0.2 0.0 0.2
H -0.06833 -2.95600 1.01962 -0.3 0.4 0.5
O 0.51507 -3.68353 0.79552 0.0 -0.4 -0.4
```
Positions in Å, forces in eV/Å.

Output
E_tot in a.u.: -476.1116
Total charge: -1
Energy above the lowest of the compared OMol25 structures with the same formula, charge and spin in kJ/mol: 63.31
HOMO level in eV: -4.991


Here is a molecular structure, C3H10NOP at a distorted geometry from the OMol25 dataset. Energies are from the ωB97M-V functional and the def2-TZVPD basis.

Geometry as XYZ:
```
16
Properties=species:S:1:pos:R:3:forces:R:3
C -1.89230 1.05187 0.43418 -2.1 3.3 0.7
C 1.44364 -1.18362 0.87155 -0.2 0.4 -2.2
C -1.05525 0.32622 -0.58926 2.4 0.4 0.0
N 2.19748 0.19577 -1.23779 0.3 1.3 0.4
O 1.61306 1.60088 0.92533 -1.1 -2.0 -1.3
P 1.18508 0.39386 0.10211 -1.1 2.5 -0.7
H -3.02890 1.13136 0.16057 2.0 -0.3 0.0
H -1.93013 0.55550 1.39868 0.3 -0.3 0.1
H -1.66710 2.23029 0.74410 0.0 -3.1 -1.2
H 1.66855 -1.90899 0.08956 0.3 0.0 0.3
H 2.19008 -0.96919 1.55996 1.6 -0.2 1.3
H 0.54712 -1.41786 1.30405 -2.2 -1.0 1.6
H -1.20288 0.58786 -1.67097 0.5 0.5 1.1
H -1.25896 -0.73283 -0.57934 0.0 -0.5 0.4
H 1.78352 -0.31993 -1.97638 -0.2 -0.4 -0.9
H 2.69672 1.03257 -1.56834 -0.6 -0.5 0.3
```
Positions in Å, forces in eV/Å.

Output
E_tot in a.u.: -591.6293
Energy above the lowest of the compared OMol25 structures with the same formula, charge and spin in kJ/mol: 140.18
HOMO level in eV: -9.007


Here is 2 unconnected molecules or ions with the total composition C3H10NOS at a distorted geometry from the OMol25 dataset. Energies are from the ωB97M-V functional and the def2-TZVPD basis.

Geometry as XYZ:
```
16
Properties=species:S:1:pos:R:3:forces:R:3
C -0.66295 -2.25113 -1.18614 0.3 2.1 -0.1
C 0.17764 -0.11270 0.96461 3.4 -0.6 1.3
C -0.11312 0.22905 -0.39735 -2.0 0.1 -2.9
N 0.81042 1.21873 1.61000 -1.4 1.6 2.4
O 0.93955 0.65888 -1.14456 1.0 0.4 1.9
S -1.52928 1.40581 -0.49393 0.1 -0.1 -1.6
H -0.59089 -2.64961 -0.24665 0.3 -1.2 2.2
H -1.66696 -2.11147 -1.48879 -0.5 0.2 -1.0
H 0.25472 -2.11960 -1.70620 0.1 -0.1 -0.9
H 0.91290 -0.95908 1.08423 -0.7 1.0 -0.2
H -0.63906 -0.23656 1.61408 -1.3 -0.6 0.4
H 1.67801 1.62402 1.14471 -1.7 -0.6 0.3
H 0.97667 1.29086 2.73299 -0.5 -0.7 -3.4
H -0.14398 1.77391 1.42024 3.1 -0.1 0.3
H 1.06605 0.36772 -2.03114 -0.5 -0.7 -1.0
H -1.46970 1.87116 -1.87612 0.3 -0.9 2.2
```
Positions in Å, forces in eV/Å.

Output
E_tot in a.u.: -648.0586
Total charge: +1
Energy above the lowest of the compared OMol25 structures with the same formula, charge and spin in kJ/mol: 471.38
HOMO level (spin up / spin down) in eV: -12.319 / -12.267


Here is 2 unconnected molecules or ions with the total composition C3H10NOSe at a distorted geometry from the OMol25 dataset. Energies are from the ωB97M-V functional and the def2-TZVPD basis.

Geometry as XYZ:
```
16
Properties=species:S:1:pos:R:3:forces:R:3
C -1.39349 -2.74672 -0.08542 -3.3 2.6 3.2
C 0.29911 0.19375 -0.87648 -4.2 -1.3 1.6
C 0.21635 1.54622 -0.24304 -0.4 -2.1 1.1
N 1.52523 1.72785 0.53669 3.7 1.5 -0.1
O -0.79825 1.57198 0.67791 0.1 0.5 0.4
Se -0.00746 -1.83004 0.88769 0.6 1.8 -1.1
H -1.72514 -2.10469 -0.84299 -0.1 0.7 -1.6
H -1.19562 -3.68361 -0.39093 1.3 -3.0 -1.2
H -2.38130 -2.80519 0.53854 2.0 0.1 -0.6
H 1.19725 -0.14826 -1.22715 1.8 -0.9 -1.4
H -0.72156 -0.10218 -1.30442 2.0 0.4 0.1
H -0.01216 2.36894 -0.87463 0.7 0.8 -1.0
H 1.48067 1.10647 1.42592 0.0 2.0 -1.3
H 2.45284 1.38452 0.06370 -2.3 0.3 0.5
H 1.80093 2.81248 0.60954 -1.2 -2.9 0.9
H -0.73740 0.70848 1.10507 -0.7 -0.5 0.4
```
Positions in Å, forces in eV/Å.

Output
E_tot in a.u.: -2651.3506
Total charge: +1
Energy above the lowest of the compared OMol25 structures with the same formula, charge and spin in kJ/mol: 127.61
HOMO level (spin up / spin down) in eV: -12.633 / -12.544


Here is a molecular structure, C3H10NP2 at a distorted geometry from the OMol25 dataset. Energies are from the ωB97M-V functional and the def2-TZVPD basis.

Geometry as XYZ:
```
16
Properties=species:S:1:pos:R:3:forces:R:3
C -1.28763 1.23750 0.68553 0.4 1.6 -1.5
C 0.96271 -0.34862 0.03818 -2.9 0.1 0.5
C 0.93952 -1.66603 -0.68367 -2.6 1.9 2.0
N -0.60399 0.67345 -0.53330 1.1 -1.5 2.9
P -0.37179 1.33277 2.26221 1.4 -0.2 0.1
P 0.64012 -0.52783 1.83246 0.2 -1.5 -0.1
H -1.79023 2.22474 0.54723 0.6 -0.6 -0.6
H -2.07733 0.58479 0.87865 -1.4 -1.2 0.5
H 1.79293 0.22828 -0.27028 0.5 1.3 -0.3
H 0.95339 -1.45742 -1.71249 0.1 -0.7 -1.4
H 0.08480 -2.19633 -0.22159 0.5 -0.4 -1.2
H 1.81137 -1.98671 -0.23359 2.3 -1.8 0.0
H -1.19193 0.07039 -1.08092 -0.3 -0.3 -0.2
H -0.17277 1.32177 -1.10281 0.8 2.0 -1.5
H 0.95424 1.85538 1.87601 -1.2 0.2 0.0
H -0.41556 -1.50347 1.54338 0.4 0.9 0.7
```
Positions in Å, forces in eV/Å.

Output
E_tot in a.u.: -857.4350
Total charge: +1
Energy above the lowest of the compared OMol25 structures with the same formula, charge and spin in kJ/mol: 114.75
HOMO level in eV: -13.818


Here is 2 unconnected molecules or ions with the total composition C3H10NPS at a distorted geometry from the OMol25 dataset. Energies are from the ωB97M-V functional and the def2-TZVPD basis.

Geometry as XYZ:
```
16
Properties=species:S:1:pos:R:3:forces:R:3
C -2.81468 2.05089 -1.03871 -1.2 -2.6 2.6
C 0.54720 0.31517 0.84490 -0.6 0.7 -3.5
C 1.98265 -1.72581 -0.60756 -1.4 3.4 -1.0
N -1.72014 2.60183 -0.86528 1.5 1.3 0.0
P 0.40866 -1.45101 0.34227 -0.3 -0.7 0.3
S 1.07280 -2.43461 2.07222 0.7 -0.6 0.9
H -3.15434 1.65764 -0.02343 -0.6 0.5 -1.4
H -3.35854 1.61737 -1.88554 0.3 0.8 -0.4
H 0.00788 -2.72527 2.84808 -0.2 0.3 -0.5
H 0.20855 0.44701 1.83277 -0.6 0.3 1.1
H 1.58742 0.65211 0.72647 -0.4 0.1 0.2
H -0.16856 0.87920 0.04221 1.8 -1.0 2.2
H 1.75924 -2.39904 -1.42912 0.4 -0.2 0.1
H 1.87000 -0.61835 -1.03374 0.9 -2.2 0.1
H 2.97527 -1.78525 -0.15954 -0.3 -0.3 0.2
H -1.20341 2.91811 -1.66601 0.0 0.1 -0.9
```
Positions in Å, forces in eV/Å.

Output
E_tot in a.u.: -914.5253
Structure (SMILES): CP(C)S.C=N
Energy above the lowest of the compared OMol25 structures with the same formula, charge and spin in kJ/mol: 74.55
HOMO level in eV: -8.445


Here is 2 unconnected molecules or ions with the total composition C3H10NS at a distorted geometry from the OMol25 dataset. Energies are from the ωB97M-V functional and the def2-TZVPD basis.

Geometry as XYZ:
```
15
Properties=species:S:1:pos:R:3:forces:R:3
C -1.37988 1.10035 1.71270 -1.0 1.8 -0.4
S -0.69419 1.76340 0.15233 -0.2 0.0 -0.1
H -0.70077 0.67433 2.38241 1.5 -1.2 0.8
H -1.70236 1.97725 2.26744 -0.2 0.3 0.2
H -2.27460 0.48965 1.70981 -0.2 -0.5 -0.6
C 0.88439 -2.74220 -0.18648 1.2 1.2 -2.8
C 0.64722 -1.09244 -0.41424 -0.9 -1.3 3.8
N 1.31254 -0.52041 -1.57627 -1.5 0.5 -3.0
H 0.03515 -3.43192 0.02719 0.0 1.0 -0.8
H 1.40390 -2.96770 -1.23845 -1.0 -0.4 2.4
H 1.54763 -3.01476 0.64875 0.4 0.6 -0.5
H -0.47354 -0.93158 -0.14574 1.8 0.2 -1.4
H 1.14913 -0.60380 0.48056 -0.6 -0.5 -1.1
H 0.88970 -0.89936 -2.50701 0.8 0.6 2.2
H 1.13462 0.54217 -1.70023 0.0 -2.3 1.1
```
Positions in Å, forces in eV/Å.

Output
E_tot in a.u.: -573.2013
Total charge: -1
Energy above the lowest of the compared OMol25 structures with the same formula, charge and spin in kJ/mol: 212.14
HOMO level in eV: -2.144